Entry w
Molecular formula: CH2N4OS
Method: DFT, wB97M-V/def2-TZVPD

CARTESIAN COORDINATES (ANGSTROEM)
O (0.83654, -1.51906, 0.05806)
N (0.42184, -0.23884, 0.01984)
N (0.39448, 0.43348, -1.15638)
N (-0.37336, 1.50149, -0.99891)
N (-1.00861, 1.40871, 0.11222)
C (-0.59342, 0.25623, 0.78377)
S (-1.17940, -0.51114, 2.12060)
H (0.25053, -1.93055, 0.73850)
H (1.25140, 0.59969, -1.67769)

Output
- HOMO (eV) = -8.94
- frontier orbital gap (eV) = 8.46
- LUMO level (eV) = -0.49


Entry x
Molecular formula: CH2N4OS
Method: DFT, wB97M-V/def2-TZVPD

CARTESIAN COORDINATES (ANGSTROEM)
H (-0.80004, 2.23616, 0.00287)
N (-0.04044, 1.59494, -0.00457)
C (-0.41774, 0.39237, -0.00129)
O (-1.65823, -0.16743, -0.00616)
N (-1.50280, -1.56902, 0.00010)
N (-0.28162, -1.83199, -0.00409)
N (0.42074, -0.70047, 0.00140)
S (2.14514, -0.65839, -0.00457)
H (2.13499, 0.70385, 0.01631)

Output
- HOMO (eV) = -9.23
- frontier orbital gap (eV) = 9.65
- LUMO level (eV) = 0.42


Which of them is most stable? Easy: entry x.


Entry w
Molecular formula: C6H6
Method: DFT, wB97M-V/def2-TZVPD

CARTESIAN COORDINATES (ANGSTROEM)
C (0.15391, -1.23432, 0.96315)
C (0.99468, -0.16402, 0.28232)
C (1.07149, -0.07863, -1.96704)
C (0.31634, 0.38117, -1.00214)
C (-0.86578, 1.17393, -0.96119)
C (-1.86626, 1.84299, -0.88860)
H (0.58969, -1.52798, 1.92423)
H (-0.85621, -0.86200, 1.14808)
H (0.08078, -2.12541, 0.33450)
H (2.00239, -0.55047, 0.07062)
H (1.13325, 0.70971, 0.92202)
H (-2.75427, 2.43502, -0.82596)

Output
- HOMO (eV) = -9.55
- frontier orbital gap (eV) = 9.43
- LUMO level (eV) = -0.12


Entry x
Molecular formula: C6H6
Method: DFT, wB97M-V/def2-TZVPD

CARTESIAN COORDINATES (ANGSTROEM)
C (-2.64153, 0.70542, 0.33918)
C (-1.31495, 0.24836, -0.06095)
C (-0.20336, -0.12120, -0.36280)
C (1.00650, -0.73730, -0.76614)
C (2.24744, -0.55425, -0.22989)
C (2.48130, 0.44113, 0.77475)
H (-2.59005, 1.32482, 1.23890)
H (-3.10413, 1.29124, -0.46132)
H (-3.29329, -0.15031, 0.54516)
H (0.89513, -1.48145, -1.55764)
H (3.00111, -1.24489, -0.61005)
H (3.51584, 0.27843, 1.15080)

Output
- HOMO (alpha / beta) (eV) = -8.34 / -8.16
- frontier orbital gap (alpha / beta) (eV) = 7.22 / 7.06
- LUMO level (alpha / beta) (eV) = -1.12 / -1.10


Which of them is most stable? Easy: entry w.


Entry w
Molecular formula: C6H6
Method: DFT, wB97M-V/def2-TZVPD

CARTESIAN COORDINATES (ANGSTROEM)
C (2.14081, -0.13382, -0.02393)
C (0.83311, 0.11741, 0.00189)
C (-0.34073, 0.14422, -0.89093)
C (-1.14852, 1.14475, 0.05794)
C (-0.37285, 0.08178, 0.75214)
C (-0.93530, -1.04125, -0.01551)
H (2.67214, 0.00836, 0.94075)
H (2.52882, -0.19124, -0.96577)
H (-1.01083, 2.23427, 0.05443)
H (-2.18162, 0.92845, 0.11221)
H (-1.94586, -1.31554, 0.12587)
H (-0.23917, -1.97739, -0.14907)

Output
- HOMO (eV) = -9.83
- frontier orbital gap (eV) = 11.03
- LUMO level (eV) = 1.19


Entry x
Molecular formula: C6H6
Method: DFT, wB97M-V/def2-TZVPD

CARTESIAN COORDINATES (ANGSTROEM)
C (2.24250, -0.74651, 0.31197)
C (1.06591, -0.50252, 0.39202)
C (-0.37277, -0.16335, 0.46905)
C (-1.19000, -0.82250, -0.64398)
C (-0.44602, 1.28299, 0.35862)
C (-0.33121, 2.47956, 0.18565)
H (3.28846, -0.96082, 0.24810)
H (-0.74631, -0.45230, 1.45548)
H (-0.80208, -0.52244, -1.62199)
H (-1.13942, -1.90730, -0.54904)
H (-2.22887, -0.49045, -0.56805)
H (0.65981, 2.80562, -0.03784)

Output
- HOMO (eV) = -10.16
- frontier orbital gap (eV) = 11.03
- LUMO level (eV) = 0.87


Which of them is most stable? Easy: entry x.


Entry w
Molecular formula: C2H4FNO2
Method: DFT, wB97M-V/def2-TZVPD

CARTESIAN COORDINATES (ANGSTROEM)
N (1.26385, 0.00882, -0.21873)
C (-0.14591, -0.62744, 0.35545)
F (-0.18591, -1.85971, -0.31570)
C (-1.29952, 0.34817, 0.02394)
O (-2.42567, -0.04108, 0.10067)
O (-0.81176, 1.49977, -0.27098)
H (1.26152, -0.07020, -1.19990)
H (2.06311, -0.23171, 0.31384)
H (0.07766, -0.66278, 1.47925)
H (0.20263, 1.63617, -0.26784)

Output
- HOMO (eV) = -10.56
- frontier orbital gap (eV) = 11.14
- LUMO level (eV) = 0.58


Entry x
Molecular formula: C2H4FNO2
Method: DFT, wB97M-V/def2-TZVPD

CARTESIAN COORDINATES (ANGSTROEM)
C (0.58275, -0.34034, -1.27671)
C (-0.30730, -0.50096, -0.06585)
O (-1.04222, -1.42124, 0.11286)
N (-0.05075, 0.44198, 1.01658)
O (-1.12285, 0.73094, 1.80409)
F (0.47654, 1.66342, 0.39096)
H (0.12559, -0.27517, -2.21998)
H (1.01430, -1.26339, -1.33969)
H (1.34032, 0.54712, -1.09681)
H (-1.01639, 0.41765, 2.67456)

Output
- HOMO (eV) = -10.37
- frontier orbital gap (eV) = 10.93
- LUMO level (eV) = 0.56


Which of them is most stable? Easy: entry w.


Entry w
Molecular formula: C2H9N2
Method: DFT, wB97M-V/def2-TZVPD

CARTESIAN COORDINATES (ANGSTROEM)
C (1.28471, -1.16887, 0.09032)
C (0.93598, -0.32636, -1.07890)
N (-1.59509, 0.77511, 0.93174)
N (0.07855, 0.62164, -1.01170)
H (1.81343, -2.08053, 0.00353)
H (0.32679, -1.26522, 0.53995)
H (1.80786, -0.51559, 0.88076)
H (1.32372, -0.58563, -2.02521)
H (-0.98883, 0.50181, 1.77114)
H (-2.44411, 0.19590, 0.77221)
H (-2.06303, 1.67637, 1.18381)
H (-0.58398, 0.86044, -0.20966)
H (0.10400, 1.31094, -1.84800)

Output
- HOMO (eV) = -15.67
- charge = +1
- frontier orbital gap (eV) = 11.32
- LUMO level (eV) = -4.35


Entry x
Molecular formula: C2H9N2
Method: DFT, wB97M-V/def2-TZVPD

CARTESIAN COORDINATES (ANGSTROEM)
N (1.30058, 1.77785, 0.60618)
H (0.85601, 2.57936, 1.05116)
H (1.88222, 1.39247, 1.35115)
H (1.96784, 2.19526, -0.04941)
H (0.23846, 0.36004, 0.34598)
C (-1.70454, -0.58722, 0.07739)
C (0.45279, -1.24418, -0.80062)
N (-0.23779, -0.47191, -0.07820)
H (-1.93759, -1.33447, 0.82824)
H (-2.09763, 0.40514, 0.28519)
H (-2.13265, -0.89862, -0.88063)
H (1.51923, -1.05949, -0.88836)
H (-0.06034, -2.06148, -1.29716)

Output
- HOMO (eV) = -15.63
- charge = +1
- frontier orbital gap (eV) = 11.02
- LUMO level (eV) = -4.61


Which of them is most stable? Easy: entry x.


Entry w
Molecular formula: C5H12NO
Method: DFT, wB97M-V/def2-TZVPD

CARTESIAN COORDINATES (ANGSTROEM)
C (-1.62363, -1.32426, -0.95594)
N (-1.11651, -0.00229, -1.28389)
C (-0.18426, 0.64540, -0.33707)
C (-0.89354, 0.85236, 1.00440)
C (1.11670, -0.17780, -0.14953)
C (2.13911, 0.43982, 0.87519)
O (1.77581, 0.34377, 2.15193)
H (-0.89456, -2.11392, -0.74234)
H (-2.21111, -1.25658, -0.04342)
H (-2.20270, -1.64296, -1.81286)
H (-0.69059, -0.05389, -2.20170)
H (0.16435, 1.58951, -0.74210)
H (-0.11074, 1.29840, 1.61979)
H (-1.70889, 1.57046, 0.86251)
H (-1.33390, -0.05931, 1.38982)
H (1.58791, -0.37904, -1.11648)
H (0.77188, -1.08625, 0.36187)
H (2.32331, 1.47708, 0.45844)
H (3.09137, -0.12052, 0.66138)

Output
- HOMO (eV) = -2.26
- charge = -1
- frontier orbital gap (eV) = 6.17
- LUMO level (eV) = 3.90


Entry x
Molecular formula: C5H12NO
Method: DFT, wB97M-V/def2-TZVPD

CARTESIAN COORDINATES (ANGSTROEM)
C (0.62365, 1.82218, 1.73801)
N (-0.61165, 1.53194, 1.03134)
C (-0.19728, -2.22958, -0.28260)
C (-0.75915, -0.92250, 0.24740)
C (-0.07992, 0.33897, -0.26784)
C (0.03306, 0.38823, -1.86700)
O (0.97341, -0.43467, -2.25542)
H (1.30336, 0.97187, 1.83975)
H (0.34358, 2.13330, 2.74230)
H (1.25293, 2.58086, 1.24975)
H (-0.42459, 1.57466, -0.05578)
H (-0.59338, -3.10919, 0.24487)
H (-0.32897, -2.39600, -1.33644)
H (0.87978, -2.25775, -0.13215)
H (-1.84737, -0.84726, 0.08538)
H (-0.65375, -0.94544, 1.32928)
H (0.94961, 0.21877, 0.08265)
H (-0.97840, 0.10062, -2.25635)
H (0.11508, 1.48096, -2.13715)

Output
- HOMO (eV) = -3.05
- charge = -1
- frontier orbital gap (eV) = 7.22
- LUMO level (eV) = 4.17


Which of them is most stable? Easy: entry w.